No. 1
Formula: C12H23F10NOPS2
Source: the Open Molecules 2025 dataset
Level of theory: ωB97M-V/def2-TZVPD

Its molecular weight is 482.410 g mol⁻¹. The total charge is +1. The total energy is -74481.456 eV.

Each line ends with the natural charge from an NBO analysis.
Geometry (Å):
C (-1.142, 6.598, -0.207)  -0.646
C (-2.207, 5.579, 0.134)  0.218
F (-3.377, 6.233, 0.485)  -0.350
C (-1.840, 4.690, 1.343)  -0.789
P (-1.996, 2.934, 1.007)  1.149
S (-3.900, 2.497, 0.345)  -0.154
C (-1.572, 1.952, 2.462)  -0.739
C (-0.716, 0.688, 2.216)  -0.403
C (-1.473, -0.516, 1.638)  -0.412
C (-1.496, -0.665, 0.113)  -0.463
C (-0.177, -1.124, -0.520)  0.640
F (0.800, -1.245, 0.414)  -0.325
F (-0.348, -2.331, -1.083)  -0.307
C (0.361, -0.131, -1.606)  0.450
F (-0.656, 0.177, -2.422)  -0.311
F (0.710, 1.004, -0.956)  -0.331
S (1.816, -0.663, -2.716)  2.394
F (1.437, 0.493, -3.725)  -0.451
F (0.823, -1.650, -3.455)  -0.449
F (2.220, -1.809, -1.703)  -0.456
F (2.801, 0.320, -1.974)  -0.450
F (2.968, -1.104, -3.669)  -0.426
H (-1.147, 7.396, 0.539)  0.242
H (-1.326, 7.037, -1.187)  0.245
H (-0.152, 6.135, -0.222)  0.219
H (-2.455, 4.975, -0.746)  0.167
H (-2.495, 4.929, 2.186)  0.294
H (-0.804, 4.851, 1.661)  0.272
H (-1.101, 2.640, -0.020)  0.039
H (-3.526, 2.277, -0.925)  0.189
H (-2.514, 1.693, 2.957)  0.271
H (-1.043, 2.644, 3.127)  0.271
H (0.162, 0.939, 1.616)  0.226
H (-0.328, 0.408, 3.198)  0.249
H (-1.062, -1.428, 2.074)  0.246
H (-2.516, -0.471, 1.967)  0.219
H (-1.840, 0.253, -0.370)  0.199
H (-2.224, -1.431, -0.163)  0.265
C (1.716, -5.184, -1.373)  -0.724
C (1.993, -6.290, -0.378)  0.674
O (1.424, -7.363, -0.437)  -0.615
N (2.906, -6.033, 0.601)  -0.621
C (3.676, -4.828, 0.814)  -0.410
H (0.985, -5.555, -2.085)  0.247
H (1.317, -4.302, -0.872)  0.218
H (2.623, -4.896, -1.907)  0.225
H (3.053, -6.810, 1.227)  0.403
H (4.747, -5.024, 0.742)  0.201
H (3.472, -4.396, 1.796)  0.192
H (3.421, -4.088, 0.060)  0.206


No. 2
Formula: C2H3O4S
Source: the Open Molecules 2025 dataset
Level of theory: ωB97M-V/def2-TZVPD

Its molecular weight is 123.109 g mol⁻¹. The total charge is -1. The total energy is -21147.166 eV.

Each line ends with the natural charge from an NBO analysis.
Geometry (Å):
C (-0.454, 1.029, 0.018)  0.439
C (-1.539, -0.092, 0.151)  -0.768
O (2.915, 0.557, -0.412)  -0.970
O (-0.704, 2.211, -0.006)  -0.586
O (1.399, -1.306, -1.243)  -0.997
O (2.070, -1.060, 1.132)  -0.981
S (1.847, -0.364, -0.107)  2.176
H (-2.541, 0.332, -0.230)  0.196
H (-1.123, -0.941, -0.424)  0.260
H (-1.870, -0.366, 1.121)  0.230


No. 3
Formula: C18H29N3NbO3Rb
Source: the Open Molecules 2025 dataset
Level of theory: ωB97M-V/def2-TZVPD

Its molecular weight is 513.822 g mol⁻¹. The total charge is +2. The total energy is -31942.756 eV.

Each line ends with the natural charge from an NBO analysis.
Geometry (Å):
N (-1.872, -0.370, -0.006)  -0.848
C (-2.880, -1.091, 0.109)  0.937
O (-3.825, -1.776, 0.222)  -0.383
Rb (-0.708, 3.288, 1.158)  0.973
Nb (0.088, 0.050, 0.020)  2.060
N (0.089, 1.982, -0.672)  -0.789
N (0.663, -1.379, -1.253)  -0.597
C (-0.520, 2.615, -1.892)  0.122
C (0.064, -2.393, -2.133)  0.106
C (-0.245, 4.134, -1.926)  -0.642
C (0.087, 2.013, -3.161)  -0.625
C (-2.024, 2.358, -1.852)  -0.624
C (-0.518, -3.515, -1.268)  -0.612
C (1.106, -3.002, -3.075)  -0.628
C (-1.049, -1.757, -2.957)  -0.612
H (-0.752, 4.718, -1.138)  0.192
H (-0.647, 4.522, -2.874)  0.261
H (0.830, 4.358, -1.914)  0.224
H (1.161, 2.232, -3.228)  0.213
H (-0.408, 2.454, -4.042)  0.249
H (-0.049, 0.923, -3.199)  0.214
H (-2.258, 1.284, -1.871)  0.228
H (-2.480, 2.818, -2.742)  0.254
H (-2.523, 2.793, -0.968)  0.192
H (0.267, -3.972, -0.654)  0.217
H (-0.953, -4.284, -1.921)  0.250
H (-1.305, -3.139, -0.604)  0.203
H (1.839, -3.613, -2.537)  0.222
H (1.628, -2.225, -3.644)  0.221
H (0.592, -3.659, -3.789)  0.250
H (-1.473, -2.525, -3.620)  0.249
H (-0.656, -0.946, -3.582)  0.216
H (-1.858, -1.371, -2.327)  0.203
C (1.554, 2.144, -0.516)  -0.416
H (2.003, 1.212, -0.075)  0.182
H (2.057, 2.315, -1.481)  0.258
H (1.810, 2.986, 0.159)  0.212
C (2.023, -1.681, -0.754)  -0.428
H (2.298, -1.005, 0.082)  0.202
H (2.101, -2.719, -0.388)  0.249
H (2.773, -1.533, -1.548)  0.251
O (0.228, -1.171, 1.793)  -0.658
C (0.194, -0.147, 2.570)  0.814
O (0.077, 0.997, 1.948)  -0.779
C (0.260, -0.203, 3.999)  -0.177
C (0.374, 0.992, 4.723)  -0.155
C (0.417, 0.930, 6.112)  -0.198
C (0.348, -0.311, 6.764)  -0.115
C (0.242, -1.499, 6.025)  -0.203
C (0.197, -1.453, 4.634)  -0.134
H (0.441, 1.938, 4.183)  0.213
H (0.503, 1.851, 6.691)  0.242
H (0.380, -0.352, 7.854)  0.248
H (0.194, -2.462, 6.536)  0.249
H (0.114, -2.355, 4.027)  0.245


No. 4
Formula: C25H22B2ClMnN9O4
Source: the Open Molecules 2025 dataset
Level of theory: ωB97M-V/def2-TZVPD

Its molecular weight is 624.525 g mol⁻¹. As for the spin multiplicity: 6. The total energy is -93079.311 eV.

Each line ends with the Mulliken spin population.
Geometry (Å):
Mn (0.243, 0.536, -0.128)  4.420
C (-1.786, 2.002, 3.459)  -0.002
C (-1.208, 2.308, 2.226)  0.005
N (-1.171, 1.236, 1.441)  0.016
N (-1.741, 0.224, 2.149)  -0.029
C (-2.089, 0.663, 3.371)  0.011
B (-1.770, -1.212, 1.576)  -0.137
N (-0.326, -1.761, 1.723)  0.003
C (0.161, -2.917, 2.198)  0.019
C (1.539, -2.835, 2.226)  -0.006
C (1.819, -1.562, 1.734)  0.010
N (0.699, -0.910, 1.441)  0.114
N (-2.194, -1.142, 0.077)  0.029
C (-3.326, -1.624, -0.469)  0.021
C (-3.418, -1.167, -1.765)  -0.007
C (-2.275, -0.386, -1.941)  -0.010
N (-1.545, -0.375, -0.833)  0.075
N (-2.821, -2.045, 2.294)  -0.001
C (-4.044, -1.638, 2.721)  0.000
C (-4.782, -2.754, 3.025)  0.000
C (-3.919, -3.825, 2.728)  0.000
N (-2.754, -3.399, 2.277)  0.000
H (-1.936, 2.655, 4.300)  0.000
H (-0.826, 3.244, 1.866)  0.005
H (-2.525, -0.003, 4.095)  0.000
H (-0.511, -3.712, 2.471)  0.003
H (2.233, -3.588, 2.553)  0.000
H (2.771, -1.075, 1.593)  -0.001
H (-3.977, -2.273, 0.093)  0.001
H (-4.202, -1.359, -2.475)  0.001
H (-1.936, 0.149, -2.810)  0.010
H (-4.310, -0.596, 2.754)  0.000
H (-5.787, -2.791, 3.405)  0.000
H (-4.102, -4.884, 2.816)  0.000
O (-0.878, -3.237, -2.534)  0.245
N (-0.188, -3.364, -1.578)  0.403
O (0.348, -2.605, -0.841)  0.309
O (2.415, 2.841, -0.848)  0.017
B (1.304, 2.493, -0.072)  -0.232
O (0.901, 3.627, 0.652)  0.067
C (1.751, 4.648, 0.298)  0.001
C (1.749, 5.957, 0.720)  0.001
C (2.728, 6.785, 0.172)  0.000
C (3.651, 6.303, -0.751)  0.000
C (3.640, 4.972, -1.166)  0.003
C (2.670, 4.167, -0.614)  0.005
H (1.025, 6.321, 1.435)  0.000
H (2.766, 7.825, 0.467)  0.000
H (4.392, 6.977, -1.160)  0.000
H (4.349, 4.588, -1.886)  0.000
Cl (0.125, 0.102, -4.490)  -0.002
C (1.245, -1.076, -3.840)  -0.040
C (1.525, -2.180, -4.631)  0.019
C (2.426, -3.130, -4.186)  -0.044
C (3.045, -2.957, -2.952)  0.026
C (2.757, -1.846, -2.186)  -0.045
C (1.845, -0.863, -2.598)  -0.052
C (1.646, 0.350, -1.784)  -0.181
H (1.036, -2.281, -5.590)  -0.001
H (2.650, -3.992, -4.801)  -0.003
H (3.759, -3.688, -2.593)  0.000
H (3.241, -1.716, -1.224)  -0.008
H (1.347, 1.205, -2.382)  -0.020
H (2.550, 0.586, -1.230)  -0.020